Entry 1:
Here is a 2-piece molecular cluster, C4H8BrN2O overall at a distorted geometry from the OMol25 dataset. Energies are from ωB97M-V/def2-TZVPD.

Geometry (Å):
C: -0.4927 0.3873 -1.5719
C: 0.0307 -0.9629 0.7312
C: 0.2747 -0.3884 1.9336
C: -1.8721 0.1251 -1.7168
N: 0.5702 0.8136 -1.8185
N: 1.4792 -0.0055 2.3961
O: 1.8178 0.9359 -1.4845
Br: -1.1892 0.1473 3.0475
H: 0.8575 -1.3352 0.1507
H: -0.9497 -1.3409 0.5149
H: -2.0376 -0.9455 -1.8367
H: -2.2558 0.6518 -2.5961
H: -2.4163 0.4705 -0.8346
H: 1.5708 0.3533 3.3315
H: 2.2984 1.4223 -2.1823
H: 2.3139 -0.3286 1.9360

Atoms 1-6, force components in eV/Å:
2.8 1.1 -0.2
-0.1 0.0 0.2
-0.4 0.6 -0.4
-1.4 -0.4 0.2
-1.8 -0.6 0.0
-0.1 0.0 0.3

## Properties
Charge   +1
E_HOMO (alpha / beta)   -0.4450 / -0.4450 hartree

Here are the Mulliken charges for atoms 1 to 2, given in e: number 1, C, carries 0.680; number 2, C, carries -1.362


Entry 2:
Here is C4H8BrN2O4S as an isolated structure at a distorted geometry from the OMol25 dataset. Energies are from ωB97M-V/def2-TZVPD.

Geometry (Å):
C: -1.0382 0.9434 -2.2203
C: -0.3482 1.6057 -0.9380
C: 0.9675 0.9334 -0.5721
C: 0.8328 -0.2067 0.3616
N: -0.1579 -1.8815 -0.6109
N: -0.2231 -1.6762 2.4403
O: -0.4085 0.0203 -2.7529
O: -2.1145 1.4505 -2.5294
O: 0.9021 0.5314 2.8512
O: -1.3212 0.4543 1.8208
S: -0.0087 -0.1015 1.9355
Br: 2.4540 -1.0674 0.7703
H: -0.1682 2.6515 -1.1960
H: -1.0614 1.5763 -0.1155
H: 1.6555 1.6602 -0.1179
H: 1.4265 0.5638 -1.5028
H: -0.0172 -1.5257 -1.5629
H: -1.1117 -1.5896 -0.3889
H: -0.8947 -2.1355 1.8452
H: 0.6351 -2.2067 2.4826

Atoms 1-6, force components in eV/Å:
0.3 0.9 1.3
-0.4 -0.4 -0.7
-0.1 0.7 -0.2
-1.7 -3.4 -1.7
1.5 2.4 2.2
0.0 0.8 0.0

## Properties
Charge   -1
E_HOMO   -0.1711 hartree

Here are the Mulliken charges for atoms 1 to 2, given in e: number 1, C, carries 0.548; number 2, C, carries -0.687


Entry 3:
Here is C4H8BrN2O6PSn as an isolated structure at a distorted geometry from the OMol25 dataset. Energies are from ωB97M-V/def2-TZVPD.

Geometry (Å):
N: -1.0090 -0.2019 2.0221
N: -0.6482 -0.1786 0.6496
C: -1.8582 0.1246 -0.0977
P: -1.7563 -0.0005 -1.9685
O: -2.8418 0.8357 -2.4524
O: -0.3741 0.5246 -2.5785
O: -1.9768 -1.4937 -2.4742
C: 0.4101 0.8224 0.4380
O: 0.2860 1.9313 0.7574
O: 1.4934 0.3796 -0.1951
C: 2.5112 -0.0481 0.7483
C: 3.5697 -0.9500 0.0592
O: 3.8201 -0.8254 -1.0500
Br: 4.3908 -2.2875 1.2266
H: -0.3491 -0.7619 2.5671
H: -1.0764 0.7651 2.3903
H: -2.3093 1.1436 0.2280
H: -2.6116 -0.6487 0.2160
H: -0.3177 1.4970 -2.5221
H: -1.1292 -1.9030 -2.7455
H: 2.9985 0.8653 1.1407
H: 2.0719 -0.5948 1.6029
Sn: -3.2942 1.0048 2.0376

Atoms 1-6, force components in eV/Å:
-1.3 0.6 -0.2
-1.2 0.0 0.3
0.8 -1.6 0.8
-1.3 1.2 -3.7
-0.8 0.5 1.2
-0.1 -0.9 1.7

## Properties
Charge   +2
E_HOMO   -0.5814 hartree

Here are the Mulliken charges for atoms 1 to 2, given in e: number 1, N, carries -0.651; number 2, N, carries 0.354


Entry 4:
Here is an isolated ion of composition C4H8BrN3P and charge +1 at a distorted geometry from the OMol25 dataset. Energies are from ωB97M-V/def2-TZVPD.

Geometry (Å):
C: 2.3722 0.1067 0.0251
C: -0.5618 0.6363 -0.0725
C: 1.8163 1.3037 -0.6286
C: 0.5793 -1.2066 0.6088
N: 1.8155 -0.9243 0.4456
N: 0.3232 1.5473 -0.3533
N: -1.8373 0.8797 0.1401
P: -0.3252 -2.5405 -0.4856
Br: 4.4161 -0.0455 0.0370
H: 2.3892 2.2139 -0.2083
H: 2.1238 1.1771 -1.6952
H: 0.3390 -1.5744 1.6270
H: 0.1137 2.6148 -0.3344
H: -2.4142 0.0063 0.3995
H: -2.1739 1.8137 0.5542
H: 0.1353 -3.7287 0.2414
H: 0.7854 -2.7005 -1.4427

Atoms 1-6, force components in eV/Å:
2.8 -1.5 0.1
1.4 -1.9 0.8
0.0 1.7 0.9
-4.2 -2.4 -0.7
2.2 1.9 -0.2
1.6 2.6 -0.4

## Properties
Charge   +1
E_HOMO   -0.4963 hartree

Here are the Mulliken charges for atoms 1 to 2, given in e: number 1, C, carries 0.242; number 2, C, carries 0.274


Entry 5:
Here is an isolated ion of composition C4H8BrN4 and charge +1 at a distorted geometry from the OMol25 dataset. Energies are from ωB97M-V/def2-TZVPD.

Geometry (Å):
C: 1.1514 -1.1486 -0.8957
C: -0.8735 -0.8476 0.0489
C: -0.6201 0.5483 0.7181
C: 1.8464 -0.5713 0.1678
N: -0.1276 -1.4113 -0.8115
N: 0.4830 1.3359 0.3325
N: 0.2633 2.0808 -0.6920
N: -2.0401 -1.3799 0.4533
Br: 3.5758 -0.0359 0.1462
H: 1.4895 -1.1532 -1.9225
H: -1.5592 1.0834 0.6135
H: -0.4131 0.3793 1.8277
H: 1.4705 -0.6014 1.1241
H: -0.5772 1.9576 -1.1980
H: 0.9936 2.6559 -1.0489
H: -2.6564 -0.6089 0.7659
H: -2.4063 -2.2828 0.3707

Atoms 1-6, force components in eV/Å:
1.5 1.9 0.1
-1.3 -0.9 0.1
0.0 -0.5 1.8
-0.5 -0.6 -2.3
-0.8 -0.6 0.4
1.0 0.2 -1.1

## Properties
SMILES string   N/C(CN=[NH2+])=N/C=C/Br
Charge   +1
E_HOMO (alpha / beta)   -0.4563 / -0.4538 hartree

Here are the Mulliken charges for atoms 1 to 2, given in e: number 1, C, carries 0.000; number 2, C, carries 0.720


Entry 6:
Here is one molecule with the formula C4H8Cl2 at a distorted geometry from the OMol25 dataset. Energies are from ωB97M-V/def2-TZVPD.

Geometry (Å):
C: -2.3632 -0.7410 -0.2582
C: -0.8788 -0.9912 -0.5191
C: 0.1851 -0.1003 0.2584
C: 0.1251 -0.1926 1.7819
H: -2.5807 -1.1174 0.7567
H: -2.9841 -1.3581 -0.8817
H: -2.7052 0.3123 -0.4613
H: -0.6598 -0.6656 -1.5221
H: -0.6628 -2.1072 -0.3924
H: -0.7733 0.3345 2.1866
H: 1.0237 0.2389 2.1810
H: 0.0899 -1.2625 2.0693
Cl: 1.7616 -0.6060 -0.4249
Cl: -0.1826 1.6516 -0.2524

Atoms 1-6, force components in eV/Å:
0.1 0.6 0.9
0.5 0.0 0.2
-1.9 -0.4 -0.5
-0.5 -0.4 -0.3
-0.2 0.8 -0.1
0.0 -0.4 -0.6

## Properties
SMILES string   CCC(C)(Cl)Cl
Charge   0
E_HOMO   -0.3979 hartree

Here are the Mulliken charges for atoms 1 to 2, given in e: number 1, C, carries -1.118; number 2, C, carries -0.671


| no. | total energy (eV) |
| --- | --- |
| 1 | -79337.1003 |
| 2 | -96325.0825 |
| 3 | -104684.7097 |
| 4 | -88068.8683 |
| 5 | -80270.5668 |
| 6 | -29322.7140 |